Computed, not measured: a structure of composition C30H32N3OPS4Sn in a non-equilibrium geometry, with wB97M-V/def2-TZVPD.

As for the charge: 0. The HOMO-LUMO gap comes out at 8.1 eV. The HOMO energy is -7.74 eV. The calculation puts the energy above the lowest of the compared OMol25 structures with the same formula, charge and spin at 130.0 kJ/mol.

```
72
Properties=species:S:1:pos:R:3:forces:R:3:lowdin_charge:R:1
Sn 1.294 -1.163 0.773 0.146 0.215 0.072 1.08
C -4.719 3.299 0.795 1.002 0.562 0.190 -0.55
C -4.551 3.728 2.286 -0.575 -0.053 -0.346 -0.54
S -2.851 4.187 2.772 0.347 0.117 -0.304 0.83
C -2.600 3.621 4.502 0.144 -0.251 -0.821 -0.52
C -1.522 2.560 4.724 0.493 0.574 -1.601 -0.53
S -1.548 1.201 3.530 -0.072 -0.029 -0.050 0.84
C -2.297 -0.080 4.564 -1.486 1.534 -0.694 -0.57
C -2.537 -1.304 3.753 -0.293 -1.288 1.106 -0.61
S -3.229 -1.124 2.129 -1.139 0.803 -0.095 0.81
C -4.746 -0.138 2.636 1.378 1.554 -1.656 -0.46
C -5.304 0.670 1.391 1.375 -0.808 1.344 -0.50
S -4.022 1.656 0.513 -0.439 -0.080 0.125 0.81
H -4.224 4.052 0.142 0.193 -0.658 0.408 0.08
H -5.722 3.297 0.367 -0.342 0.066 0.795 0.07
H -4.908 2.971 2.968 0.030 -0.576 0.061 0.05
H -5.208 4.559 2.475 -0.164 0.645 0.008 0.06
H -3.518 3.208 4.834 -1.134 -0.226 0.353 0.06
H -2.381 4.499 5.088 0.032 0.295 0.247 0.06
H -1.645 2.129 5.688 0.220 -0.124 0.993 0.06
H -0.534 3.011 4.585 -0.121 -0.037 0.448 0.07
H -3.265 0.275 4.956 0.353 0.117 -0.031 0.08
H -1.684 -0.304 5.387 0.915 -0.359 1.111 0.06
H -3.186 -1.957 4.394 0.632 0.142 -0.676 0.10
H -1.561 -1.751 3.637 0.141 -0.648 -0.324 0.06
H -4.429 0.662 3.320 -0.170 -0.818 0.409 0.04
H -5.473 -0.864 2.947 -0.469 0.053 0.646 0.07
H -6.170 1.265 1.702 0.202 -0.128 -0.336 0.09
H -5.542 -0.147 0.770 -0.979 -0.416 -1.420 0.04
C 0.278 -1.539 -5.451 -0.066 -0.068 0.181 -0.08
C 0.781 -0.330 -5.068 -0.644 0.053 0.046 -0.08
C 1.559 -0.198 -3.938 -0.508 0.237 -1.008 -0.10
C 1.945 -1.269 -3.203 0.607 -1.968 1.312 -0.32
C 1.501 -2.552 -3.603 0.058 0.555 -0.063 -0.10
C 0.647 -2.617 -4.692 0.340 -3.009 0.350 -0.09
P 2.704 -1.272 -1.534 -0.531 0.467 0.137 0.99
C 4.112 -2.384 -1.550 -0.343 -0.247 -0.221 -0.36
C 5.404 -1.919 -1.735 0.925 -0.778 0.192 -0.05
C 6.422 -2.910 -1.789 1.238 1.886 -1.067 -0.08
C 6.147 -4.241 -1.650 -0.667 -0.920 1.460 -0.10
C 4.863 -4.671 -1.308 0.510 -0.216 -0.298 -0.08
C 3.846 -3.744 -1.340 0.019 -0.681 -0.021 -0.11
C 3.351 0.287 -0.909 0.166 0.133 -0.740 -0.43
C 4.286 1.125 -1.568 -0.769 -0.060 1.368 -0.09
C 4.732 2.212 -0.812 -0.084 0.079 -1.219 -0.09
C 4.210 2.454 0.446 0.153 0.286 0.031 -0.10
C 3.247 1.648 1.024 0.202 -0.120 0.735 -0.12
C 2.814 0.491 0.383 0.039 0.199 -0.867 -0.35
H -0.442 -1.617 -6.238 -0.175 -0.135 -0.378 0.11
H 0.399 0.547 -5.531 0.067 0.693 -0.487 0.10
H 1.724 0.806 -3.730 0.889 1.563 1.111 0.09
H 1.738 -3.489 -3.058 -0.152 0.962 -0.357 0.10
H 0.320 -3.661 -4.892 -0.131 1.004 -0.268 0.12
H 5.623 -0.829 -1.768 -0.056 -1.189 -0.133 0.10
H 7.481 -2.618 -2.047 -1.275 -0.161 0.528 0.12
H 6.893 -5.005 -1.539 0.690 0.106 -0.492 0.10
H 4.718 -5.733 -1.024 -0.180 0.849 -0.398 0.12
H 2.859 -4.167 -1.225 -0.445 0.570 0.288 0.10
H 4.598 0.887 -2.582 0.063 0.305 0.164 0.11
H 5.393 2.977 -1.220 0.075 -0.438 -0.045 0.10
H 4.599 3.338 0.932 -0.215 0.041 0.355 0.10
H 2.893 1.910 2.021 -0.077 -0.065 -0.165 0.10
N -1.392 1.318 -1.680 -0.409 -1.051 -0.362 0.17
C -0.947 0.112 -1.201 -0.141 0.147 -0.682 -0.47
O -0.155 0.111 -0.193 -0.316 0.367 -0.628 -0.27
C -1.308 -1.101 -1.888 -0.425 1.110 0.494 -0.21
C -0.722 -2.252 -1.393 1.285 -3.202 1.058 -0.31
N -0.194 -3.226 -0.981 -1.122 2.170 -0.814 0.12
C -2.340 -1.196 -2.863 0.670 0.599 0.068 -0.23
N -3.134 -1.162 -3.699 -0.210 -0.088 -0.022 0.13
H -1.218 2.154 -1.141 -0.121 -0.275 -0.002 0.11
H -2.147 1.307 -2.389 0.850 0.111 0.895 0.12
```
Forces are in eV/Å.



Computed, not measured: a structure of composition C30H32N5O3ReSeSi in a non-equilibrium geometry, with wB97M-V/def2-TZVPD.

As for the charge: +3. As for the spin multiplicity: 4. The HOMO-LUMO gap (alpha / beta) comes out at 6.3 / 5.5 eV. The HOMO energy (alpha / beta) is -16.78 / -17.26 eV. The calculation puts the energy above the lowest of the compared OMol25 structures with the same formula, charge and spin at 137.8 kJ/mol.

```
73
Properties=species:S:1:pos:R:3:forces:R:3:lowdin_spin:R:1
Re -0.295 0.515 -0.115 1.029 -1.233 -1.123 1.04
O -0.941 2.071 6.722 -0.590 -0.299 0.616 0.00
N -0.054 2.723 6.241 0.242 0.005 -0.860 0.00
O 0.687 3.490 6.782 0.283 0.401 0.545 0.00
C 0.128 2.574 4.780 0.278 0.534 -0.550 0.00
C 0.574 3.659 4.098 -0.173 -0.376 0.514 0.00
C 0.769 3.602 2.690 -0.196 -0.626 -0.404 0.00
C 1.317 4.670 1.959 -0.059 -0.233 -0.288 0.01
C 1.522 4.504 0.608 -0.039 -0.082 0.152 0.00
C 1.128 3.314 -0.005 0.324 0.380 -0.459 0.01
N 0.578 2.298 0.650 0.126 0.258 0.197 0.01
C 0.431 2.420 1.996 0.092 0.500 0.775 0.00
C -0.041 1.281 2.726 0.075 0.572 0.981 0.01
N -0.314 0.162 2.017 0.130 0.313 -0.828 0.02
C -0.633 -0.954 2.658 -0.147 -0.444 0.240 0.02
C -0.735 -1.006 4.047 0.034 0.185 -0.121 0.00
C -0.533 0.138 4.790 -0.105 -0.358 -0.079 0.02
C -0.163 1.328 4.135 -0.031 0.050 -0.613 0.00
H 0.793 4.575 4.630 0.036 -0.029 0.060 0.00
H 1.580 5.586 2.468 0.059 0.102 -0.009 0.00
H 1.980 5.275 0.010 0.001 0.080 -0.077 0.00
H 1.288 3.187 -1.072 -0.121 -0.004 0.124 0.00
H -0.790 -1.845 2.060 -0.084 0.068 0.007 0.00
H -0.985 -1.941 4.523 -0.039 -0.062 0.036 0.00
H -0.666 0.124 5.863 0.074 -0.041 -0.056 0.00
O -2.215 -1.627 -0.403 0.667 0.496 -0.021 -0.14
N -1.384 -0.832 -0.383 -1.356 -0.952 -0.035 -0.11
C -5.694 2.943 -5.631 -0.355 0.126 -0.196 0.04
C -4.568 2.424 -4.847 0.268 -0.052 0.028 0.18
C -3.352 2.088 -5.466 0.512 -0.140 0.144 0.04
C -2.254 1.683 -4.744 -0.162 0.110 -0.614 0.07
C -0.985 1.310 -5.427 0.152 0.047 -0.174 0.01
C -2.346 1.637 -3.318 0.140 -0.023 0.532 0.25
Se -0.711 1.658 -2.390 0.115 -0.026 0.134 0.33
C -3.595 1.846 -2.677 -0.734 0.187 -0.098 0.05
C -3.789 1.712 -1.202 -0.077 0.001 0.235 0.00
C -4.665 2.246 -3.453 0.395 -0.201 0.718 0.06
H -5.444 3.059 -6.681 -0.046 0.002 -0.004 0.00
H -6.031 3.906 -5.233 0.087 0.050 0.037 0.01
H -6.573 2.297 -5.540 0.052 -0.111 0.011 0.02
H -3.281 2.177 -6.539 0.056 -0.079 -0.130 0.00
H -1.126 1.218 -6.501 -0.039 0.016 -0.019 0.00
H -0.612 0.362 -5.043 0.075 -0.029 -0.019 0.00
H -0.223 2.073 -5.255 0.082 -0.032 -0.025 0.01
H -2.962 1.195 -0.704 -0.170 0.108 -0.135 0.00
H -4.704 1.157 -0.999 -0.012 -0.044 0.034 0.00
H -3.910 2.696 -0.749 0.071 0.042 0.084 0.00
H -5.603 2.468 -2.966 -0.149 -0.018 0.055 0.00
C 2.135 -0.620 -4.001 -0.165 -0.418 0.921 0.02
Si 1.503 -1.567 -2.452 -0.095 -0.578 -1.597 0.03
C 2.655 -2.978 -1.900 -0.675 0.728 -0.139 0.01
C -0.285 -2.107 -2.801 0.767 0.089 0.393 0.00
N 1.441 -0.452 -1.023 -1.126 1.213 1.509 0.39
C 2.587 -0.094 -0.400 0.080 -0.013 0.005 0.12
C 3.711 0.348 -1.144 0.495 -0.135 -0.120 0.12
C 4.880 0.700 -0.510 -0.019 0.070 -0.400 0.01
C 4.997 0.601 0.874 0.052 0.045 -0.096 0.19
C 3.907 0.164 1.626 -0.547 -0.205 0.145 0.02
C 2.724 -0.165 1.010 0.148 0.159 0.507 0.11
H 1.659 -1.040 -4.881 -0.119 -0.126 -0.130 0.00
H 3.207 -0.728 -4.143 0.169 0.002 0.013 0.00
H 1.891 0.439 -3.965 -0.048 0.149 0.011 0.00
H 2.705 -3.725 -2.688 -0.004 -0.089 -0.168 0.00
H 2.282 -3.470 -1.006 -0.106 -0.065 0.118 0.00
H 3.666 -2.637 -1.697 0.138 0.134 -0.042 0.00
H -0.320 -2.602 -3.766 0.110 -0.097 -0.231 0.00
H -0.991 -1.280 -2.837 0.014 0.072 -0.090 0.00
H -0.629 -2.835 -2.072 -0.093 -0.113 0.104 0.00
H 3.623 0.428 -2.213 0.024 0.054 -0.197 0.00
H 5.716 1.061 -1.090 0.042 -0.009 -0.072 0.00
H 5.929 0.849 1.357 0.104 0.051 0.067 0.01
H 3.997 0.061 2.696 0.052 -0.056 0.110 0.00
H 1.909 -0.575 1.586 0.032 0.000 0.055 0.00
```
Forces are in eV/Å.



Computed, not measured: a structure of composition C30H33BBrCdN9O4S2Te, with wB97M-V/def2-TZVPD.

As for the charge: -2. The HOMO-LUMO gap comes out at 5.8 eV. The HOMO energy is -2.18 eV. The calculation puts the energy above the lowest of the compared OMol25 structures with the same formula, charge and spin at 0.0 kJ/mol.

```
82
Properties=species:S:1:pos:R:3:forces:R:3:lowdin_charge:R:1
Cd -0.778 1.521 -0.332 -0.059 0.061 -0.214 1.18
N 0.344 -3.521 5.620 -0.043 0.023 0.004 0.08
C -0.368 -2.998 4.520 0.036 -0.044 0.018 -0.33
C -0.643 -3.806 3.418 -0.011 -0.006 -0.014 -0.04
C -1.296 -3.285 2.313 0.015 0.006 0.011 -0.07
C -1.667 -1.948 2.296 0.003 -0.010 -0.003 -0.27
C -1.395 -1.135 3.387 0.009 0.003 -0.036 -0.05
C -0.754 -1.662 4.497 -0.018 0.042 -0.020 -0.04
S -2.491 -1.277 0.872 0.103 -0.059 0.027 0.56
O -3.256 -2.361 0.308 -0.029 0.014 -0.007 -0.31
O -3.196 -0.105 1.331 -0.011 -0.015 0.055 -0.34
N -1.338 -0.732 -0.098 -0.162 0.077 0.117 -0.17
C -0.579 -1.520 -0.886 -0.020 0.032 -0.051 -0.47
N 0.156 -0.821 -1.785 0.062 0.006 -0.012 0.11
C 0.851 -1.514 -2.666 0.030 0.008 0.000 -0.17
C 0.882 -2.903 -2.673 -0.026 -0.012 0.021 -0.07
C 0.165 -3.519 -1.662 0.016 0.001 -0.026 -0.16
N -0.554 -2.861 -0.767 -0.016 0.010 -0.014 0.13
H 0.127 -4.488 5.807 0.015 0.005 -0.006 0.07
H 0.234 -2.965 6.455 0.014 0.001 0.000 0.07
H -0.331 -4.845 3.426 -0.003 0.001 0.003 0.10
H -1.512 -3.895 1.447 -0.004 -0.005 0.003 0.10
H -1.679 -0.091 3.348 -0.006 -0.017 0.011 0.11
H -0.531 -1.024 5.345 0.015 0.014 0.012 0.11
H 1.407 -0.937 -3.400 0.002 0.021 0.008 0.05
H 1.452 -3.459 -3.403 0.000 -0.007 0.002 0.08
H 0.172 -4.602 -1.559 0.001 -0.005 0.000 0.10
C 4.641 3.273 -0.226 -0.011 0.015 0.001 -0.01
C 4.334 3.140 -1.667 0.014 -0.007 -0.005 -0.35
N 4.729 3.933 -2.617 0.026 -0.009 -0.001 0.11
N 4.201 3.375 -3.745 -0.012 -0.010 0.009 0.00
C 3.488 2.256 -3.521 0.010 -0.027 -0.019 -0.82
S 2.754 1.238 -4.636 0.014 0.019 0.023 0.52
N 3.570 2.123 -2.174 -0.013 0.018 0.007 -0.09
N 3.112 1.032 -1.432 0.005 -0.010 0.015 0.14
H 5.340 4.094 -0.091 0.000 -0.001 0.006 0.08
H 5.063 2.340 0.152 0.000 -0.002 -0.003 0.08
H 3.734 3.494 0.335 -0.004 0.003 0.001 0.06
H 4.330 3.798 -4.644 -0.009 0.008 0.003 0.13
H 2.421 1.359 -0.751 -0.022 0.010 -0.014 0.04
H 2.606 0.452 -2.097 0.009 -0.040 -0.005 0.02
Br 1.029 2.027 7.147 0.001 -0.001 -0.006 0.67
C 1.537 1.058 5.582 -0.010 -0.020 0.009 -0.69
C 2.412 -0.007 5.719 0.013 -0.015 -0.014 -0.16
C 2.775 -0.719 4.583 0.017 0.008 0.018 -0.08
C 2.273 -0.361 3.341 -0.017 0.026 0.009 -0.02
C 1.381 0.697 3.230 0.006 0.001 -0.030 -0.13
C 1.005 1.418 4.359 0.030 -0.021 0.002 -0.07
C 0.759 1.014 1.887 -0.021 0.030 0.058 -0.67
O -0.310 1.681 1.907 0.000 0.000 0.021 -0.12
O 1.311 0.570 0.862 0.018 -0.028 0.005 -0.09
H 2.799 -0.277 6.693 -0.008 0.008 -0.001 0.09
H 3.444 -1.565 4.678 0.002 -0.003 -0.003 0.10
H 2.537 -0.901 2.442 0.001 -0.004 -0.002 0.12
H 0.297 2.228 4.255 -0.013 0.001 -0.003 0.12
B 2.024 5.724 -0.229 -0.001 -0.023 0.009 -0.47
C 1.361 4.298 -0.464 -0.024 0.019 0.032 -0.26
N 0.902 3.246 -0.610 0.053 -0.043 -0.011 0.03
H 1.142 6.559 -0.234 -0.002 0.000 -0.001 -0.01
H 2.823 5.915 -1.125 0.004 0.007 -0.007 -0.01
H 2.585 5.685 0.853 -0.002 0.003 0.001 -0.01
C -3.937 -3.484 -3.509 -0.001 -0.006 0.003 -0.06
C -3.707 -2.013 -3.285 0.029 0.015 -0.003 -0.29
C -4.531 -1.277 -2.451 0.003 -0.016 0.021 -0.04
C -4.273 0.060 -2.154 0.001 -0.014 0.021 -0.34
C -5.191 0.772 -1.198 -0.016 -0.001 -0.025 -0.12
C -3.153 0.683 -2.714 0.025 -0.018 -0.065 -0.58
Te -2.576 2.643 -2.104 0.013 -0.028 0.064 0.62
C -2.352 -0.024 -3.627 -0.007 0.030 -0.021 -0.35
C -1.194 0.617 -4.345 -0.066 -0.038 0.002 -0.14
C -2.636 -1.362 -3.883 -0.020 -0.012 -0.028 -0.04
H -4.796 -3.834 -2.936 -0.005 0.002 -0.007 0.07
H -3.067 -4.059 -3.184 0.000 -0.003 0.003 0.07
H -4.111 -3.711 -4.564 0.006 -0.002 -0.002 0.07
H -5.365 -1.769 -1.961 0.001 0.002 0.000 0.11
H -6.038 0.132 -0.941 0.005 0.002 0.000 0.07
H -5.563 1.702 -1.633 0.006 0.002 0.009 0.05
H -4.664 1.029 -0.280 0.018 0.004 0.012 0.04
H -0.455 1.016 -3.652 0.018 0.005 0.017 0.01
H -1.536 1.457 -4.953 0.021 0.012 0.007 0.06
H -0.701 -0.109 -4.995 0.001 0.006 -0.005 0.07
H -1.983 -1.915 -4.553 0.000 0.001 0.000 0.11
```
Forces are in eV/Å.